Computed, not measured: a structure of composition C28H33IrN8O4S at a distorted geometry, with wB97M-V/def2-TZVPD.

- E (eV) = -63341.371
- max |F| (hartree/bohr) = 0.05991
- HOMO energy (spin up / spin down) (eV) = -10.87 / -13.08
- total charge = +2
- multiplicity = 5
- LUMO energy (spin up / spin down) (eV) = -5.55 / -7.54
- ΔE to the lowest compared entry with this formula, charge and spin (kcal/mol) = 18.1

Each line ends with the Mulliken charge.
CARTESIAN COORDINATES (ANGSTROEM)
Ir -0.454 0.796 0.126  0.627
C -1.122 -0.220 3.482  -1.286
O -0.220 0.204 2.473  0.506
C 1.110 0.324 2.791  0.751
C 1.624 0.143 4.061  -0.764
C 2.993 0.196 4.279  -0.777
C 3.868 0.442 3.224  -0.906
C 3.375 0.658 1.961  -0.706
C 1.989 0.603 1.707  0.309
N 1.494 0.800 0.452  0.415
N 2.324 0.703 -0.536  -0.493
C 2.246 0.998 -1.807  0.617
C 1.008 1.474 -2.441  0.406
O -0.031 1.745 -1.740  -0.771
C 0.995 1.616 -3.842  -0.844
C 2.114 1.428 -4.604  -1.047
C 3.345 1.044 -4.018  0.957
C 4.500 0.887 -4.797  -0.896
C 5.697 0.516 -4.223  -0.508
C 5.763 0.250 -2.853  -0.866
C 4.641 0.399 -2.066  -0.312
C 3.411 0.807 -2.621  0.699
H -1.267 0.554 4.240  0.364
H -0.768 -1.133 3.961  0.461
H -2.069 -0.428 2.987  0.300
H 0.968 -0.052 4.894  0.493
H 3.377 0.037 5.272  0.461
H 4.932 0.475 3.398  0.440
H 4.034 0.884 1.137  0.508
H 0.056 1.899 -4.294  0.464
H 2.071 1.580 -5.670  0.413
H 4.433 1.068 -5.858  0.439
H 6.582 0.419 -4.831  0.421
H 6.695 -0.080 -2.416  0.433
H 4.689 0.184 -1.010  0.367
C -3.643 4.569 -0.852  -1.249
N -2.523 3.828 -0.308  0.049
C -2.028 4.020 0.911  0.919
N -2.585 4.923 1.725  -0.419
S -0.749 3.088 1.519  -0.396
H -3.799 4.265 -1.882  0.356
H -3.465 5.648 -0.830  0.435
H -4.555 4.353 -0.290  0.397
H -2.013 3.196 -0.910  0.097
H -3.226 5.622 1.378  0.198
H -2.156 5.092 2.620  0.229
N -5.603 1.008 1.787  -0.427
C -4.733 0.695 0.816  -0.097
C -3.349 0.961 0.953  -0.409
N -2.497 0.693 -0.026  1.200
C -2.977 0.157 -1.158  -0.368
C -4.335 -0.116 -1.273  -0.728
N -5.192 0.147 -0.311  -0.583
H -5.291 1.315 2.691  0.192
H -6.575 0.775 1.664  0.268
H -2.967 1.424 1.852  0.630
H -2.283 -0.052 -1.959  0.552
H -4.743 -0.573 -2.165  0.428
O -1.879 -2.478 0.382  -0.818
C -0.791 -2.429 -0.208  0.348
O -0.127 -1.443 -0.558  -0.652
C -0.178 -3.843 -0.532  -0.154
N -1.238 -4.813 -0.152  0.098
C -0.671 -5.825 0.783  -0.592
C 0.836 -5.686 0.601  -0.678
C 1.005 -4.185 0.378  -0.522
H 0.090 -3.910 -1.587  0.364
H -1.680 -5.255 -0.958  0.383
H -1.931 -4.113 0.303  0.338
H -1.032 -6.822 0.542  0.372
H -0.966 -5.586 1.805  0.277
H 1.164 -6.240 -0.277  0.333
H 1.399 -6.047 1.457  0.379
H 1.959 -3.929 -0.073  0.425
H 0.920 -3.653 1.327  0.157

Atoms 1-2, force components in eV/Å:
0.4 0.4 0.6
-0.5 -0.1 0.4



Computed, not measured: a cluster of 3 separate species, C6H15NO11PS3 in total at a distorted geometry, with wB97M-V/def2-TZVPD.

- E (eV) = -72268.131
- max |F| (hartree/bohr) = 0.12899
- HOMO energy (eV) = -2.27
- total charge = -1
- LUMO energy (eV) = 2.03

Each line ends with the Mulliken charge.
CARTESIAN COORDINATES (ANGSTROEM)
C -2.443 -0.893 -1.523  -0.136
C -2.821 -2.002 -0.376  -0.288
O -2.024 -3.209 -0.485  -0.195
N -1.175 -3.377 0.586  -0.649
P 0.489 -3.481 -0.028  0.605
O 1.248 -1.968 0.309  -0.351
O 0.350 -3.744 -1.744  -0.533
S 1.561 -4.876 0.802  -0.528
H -2.884 0.134 -1.235  -0.112
H -2.847 -1.203 -2.563  0.315
H -1.299 -0.782 -1.518  0.002
H -3.933 -2.331 -0.526  0.202
H -2.740 -1.476 0.658  0.267
H 0.959 -1.369 -0.436  0.326
H 1.201 -4.102 -2.097  0.286
C -3.874 3.804 -0.463  -0.337
C -3.236 4.306 0.825  -0.375
O -3.346 3.220 1.743  -0.327
S -3.254 1.820 0.920  1.098
O -1.905 1.342 0.999  -0.457
O -4.388 1.015 1.266  -0.541
O -3.489 2.434 -0.567  -0.339
H -4.966 3.848 -0.406  0.270
H -3.534 4.363 -1.337  0.313
H -3.734 5.194 1.218  0.306
H -2.172 4.521 0.681  0.281
C 5.320 0.366 1.442  -0.314
C 5.353 0.824 -0.010  -0.358
O 5.164 -0.361 -0.778  -0.329
S 4.205 -1.387 0.056  1.044
O 2.858 -1.238 -0.417  -0.425
O 4.866 -2.656 0.140  -0.552
O 4.318 -0.647 1.500  -0.318
H 6.275 -0.082 1.735  0.281
H 5.077 1.181 2.127  0.298
H 6.296 1.307 -0.273  0.301
H 4.523 1.504 -0.227  0.269

Atoms 1-2, force components in eV/Å:
-0.1 -0.4 0.7
-0.6 0.7 -0.5



Computed, not measured: a cluster of 11 separate species, C14H30Cl21O2P in total at a distorted geometry, with wB97M-V/def2-TZVPD.

- E (eV) = -291357.484
- max |F| (hartree/bohr) = 0.06378
- HOMO energy (eV) = -9.22
- SMILES string = C[PH2](Cl)CCOC=O.ClCCl.ClCCl.ClCCl.ClCCl.ClCCl.ClCCl.ClCCl.ClCCl.ClCCl.ClCCl
- LUMO energy (eV) = 0.36

Each line ends with the Mulliken charge.
CARTESIAN COORDINATES (ANGSTROEM)
C 1.829 0.770 -1.620  -0.835
P 1.245 -1.045 -1.393  1.240
Cl -0.565 -0.256 -0.428  -0.478
C 2.755 -1.777 -2.303  -0.782
C 2.474 -2.339 -3.769  -0.559
O 2.428 -1.302 -4.807  -0.368
C 1.161 -0.693 -4.828  0.577
O 0.073 -1.279 -4.851  -0.486
H 1.452 1.214 -2.588  -0.017
H 1.370 1.341 -0.741  0.365
H 2.956 0.860 -1.480  0.419
H 1.568 -1.680 -0.159  -0.307
H 0.342 -1.705 -2.294  -0.132
H 3.116 -2.676 -1.684  0.349
H 3.655 -1.074 -2.354  0.326
H 1.585 -3.051 -3.837  0.326
H 3.387 -2.974 -4.047  0.321
H 1.138 0.446 -4.773  0.066
Cl 1.768 3.076 -5.119  -0.084
C 1.912 3.501 -6.828  -0.301
Cl 3.498 4.192 -7.186  -0.160
H 1.774 2.604 -7.428  0.258
H 1.144 4.232 -7.075  0.271
Cl -0.644 4.693 -3.480  -0.155
C -1.865 3.413 -3.345  -0.019
Cl -1.135 1.801 -3.266  0.014
H -2.445 3.576 -2.437  -0.122
H -2.520 3.459 -4.214  0.320
Cl -3.352 4.963 -0.849  -0.150
C -3.414 6.582 -1.555  -0.278
Cl -1.827 7.353 -1.527  -0.135
H -3.751 6.505 -2.587  0.240
H -4.112 7.190 -0.984  0.318
Cl -2.015 0.110 4.741  -0.140
C -1.814 0.504 3.027  -0.284
Cl -0.185 1.098 2.693  -0.109
H -1.990 -0.393 2.435  0.162
H -2.534 1.273 2.755  0.353
Cl 0.238 -3.713 5.763  -0.145
C -1.222 -3.297 6.670  0.257
Cl -2.446 -4.566 6.531  -0.186
H -0.962 -3.171 7.717  0.182
H -1.629 -2.369 6.276  -0.132
Cl 4.533 -1.531 1.153  -0.194
C 3.531 -1.586 2.610  0.525
Cl 1.817 -1.411 2.212  -0.122
H 3.682 -2.543 3.107  0.344
H 3.828 -0.773 3.275  -0.557
Cl -5.215 -1.381 -3.187  -0.200
C -3.563 -1.446 -3.822  -0.547
Cl -2.376 -1.192 -2.539  0.096
H -3.394 -2.423 -4.271  0.315
H -3.443 -0.669 -4.574  0.321
Cl 4.451 0.748 4.749  -0.219
C 2.988 1.169 5.652  -0.330
Cl 1.770 -0.102 5.522  0.006
H 3.247 1.305 6.700  0.270
H 2.578 2.093 5.249  0.302
Cl -0.665 -0.537 8.193  -0.070
C 0.542 -0.347 9.472  -0.404
Cl 2.159 -0.769 8.895  -0.141
H 0.544 0.690 9.803  0.298
H 0.283 -0.999 10.303  0.320
Cl -2.514 -5.013 -3.103  -0.162
C -3.966 -4.612 -2.177  0.396
Cl -5.176 -5.895 -2.296  -0.180
H -3.693 -4.479 -1.132  0.260
H -4.391 -3.689 -2.567  -0.328

Atoms 1-2, force components in eV/Å:
-0.1 0.4 1.5
1.8 0.6 -1.2



Question: The highest E belongs to which entry?
Answer: C28H33IrN8O4S



Question: Number 3 is which compound?
Answer: C14H30Cl21O2P



Question: max |F| of number 2 (C6H15NO11PS3)?
Answer: 0.12899 hartree/bohr